[1]
{
  "formula": "C15H31INiP2",
  "method": "wB97M-V/def2-TZVPD",
  "elements": ["P", "P", "C", "C", "H", "H", "H", "H", "C", "H", "H", "H", "C", "H", "H", "H", "C", "H", "H", "H", "C", "H", "H", "H", "Ni", "C", "C", "C", "C", "C", "C", "C", "C", "C", "H", "H", "H", "H", "H", "H", "H", "H", "H", "H", "H", "H", "H", "H", "H", "I"],
  "positions_angstrom": [[1.05145, 0.23877, -1.84109], [1.03458, -1.18783, 1.11923], [1.52164, -1.62005, -1.59633], [1.00144, -2.32231, -0.33642], [2.61516, -1.60886, -1.59152], [1.16537, -2.22341, -2.44428], [-0.04272, -2.66167, -0.45247], [1.61041, -3.19478, -0.06151], [2.31983, -1.96945, 2.17564], [2.42352, -1.35998, 3.08092], [3.24720, -1.97244, 1.59890], [2.03298, -2.99175, 2.46410], [-0.25585, -2.29434, 2.02750], [0.04468, -3.35331, 2.01919], [-1.26240, -2.25629, 1.59918], [-0.36857, -2.01197, 3.08152], [2.24561, 1.10546, -2.81037], [1.75624, 2.06267, -2.91448], [2.60754, 0.69625, -3.71185], [3.16595, 0.71412, -2.05795], [0.10638, -0.27155, -3.46951], [-0.86082, -0.79413, -3.37671], [0.79643, -0.93352, -4.02210], [-0.03387, 0.63442, -4.07158], [2.64771, 1.77565, -1.13478], [-1.97958, 0.53161, 2.93279], [-0.72906, 0.49652, 2.32679], [-0.44562, 1.23536, 1.03919], [-1.36211, 1.08519, -0.20440], [-1.94428, -0.27046, -0.59912], [-2.67893, -0.98957, 0.25018], [-3.65125, -0.22767, 1.06910], [-3.20282, 0.82355, 2.15234], [1.52101, 3.83664, -1.17967], [-2.04324, 0.45414, 3.99199], [0.12986, 0.19236, 2.88047], [0.58721, 1.06718, 0.69458], [-0.41868, 2.30435, 1.26959], [-2.14299, 1.85285, -0.15292], [-0.78290, 1.41597, -1.08759], [-1.59725, -0.69030, -1.50161], [-2.83261, -2.07190, 0.17167], [-4.33121, -0.93351, 1.55327], [-4.21670, 0.39107, 0.35053], [-3.10481, 1.79550, 1.64764], [-4.00452, 0.90981, 2.90368], [0.78405, 4.01271, -0.36685], [0.97525, 3.91325, -2.11641], [2.21157, 4.70153, -1.13457], [4.68970, 1.96417, -0.16388]],
  "atomic_forces_ev_per_a": [[-2.988, -4.057, -1.818], [-0.838, -3.197, 1.225], [0.490, 0.185, -0.071], [0.183, 0.371, 0.088], [0.108, -0.282, -0.020], [0.414, 0.527, -0.021], [0.448, 0.223, -0.116], [-0.140, 0.039, -0.401], [0.498, -0.028, -0.195], [0.222, -0.133, -0.172], [0.248, -0.006, 0.385], [0.319, 0.325, -0.158], [-0.448, 0.164, 0.123], [0.222, 0.294, -0.229], [0.350, 0.211, 0.030], [0.197, 0.033, -0.226], [1.090, -2.295, -1.144], [0.573, 0.786, -0.525], [0.303, -0.386, -1.150], [0.297, 0.726, -1.913], [-0.386, 0.673, 0.288], [0.437, 0.291, 0.181], [-0.200, 0.385, 0.336], [-0.167, -0.167, 0.073], [-1.720, 3.224, 3.423], [3.455, -0.194, -2.139], [-3.259, 1.672, 0.918], [0.180, 0.384, -0.835], [-0.978, 0.830, -1.156], [1.186, -0.035, 1.743], [-0.316, 0.450, -1.022], [-0.685, 0.774, 1.660], [-0.658, 0.192, 0.146], [-0.190, 0.892, 0.454], [-0.095, -0.765, 0.677], [0.381, 0.234, 0.656], [-0.645, -0.005, 0.330], [-0.434, 0.161, 0.180], [-0.204, -0.185, 0.131], [-0.328, 0.093, 0.660], [0.811, -0.708, -0.645], [-0.138, 0.450, -0.465], [-0.078, 0.127, -0.069], [-0.203, -0.514, 0.332], [-0.099, -0.165, 0.275], [-0.076, 0.128, -0.580], [0.513, -0.781, -0.195], [0.018, -0.355, -0.286], [0.158, -0.869, -0.056], [2.174, 0.282, 1.290]],
  "gap_ha": [0.3180, 0.2459],
  "charge": 0,
  "s2": 2.0168,
  "homo_ha": [-0.2980, -0.3034],
  "spin_multiplicity": 3
}

[2]
{
  "formula": "C15H31NO2P2Pb",
  "method": "wB97M-V/def2-TZVPD",
  "elements": ["P", "P", "C", "C", "H", "H", "H", "H", "C", "H", "H", "H", "C", "H", "H", "H", "C", "H", "H", "H", "C", "H", "H", "H", "Pb", "C", "C", "C", "C", "C", "C", "C", "C", "C", "H", "H", "H", "H", "H", "H", "H", "H", "H", "H", "H", "H", "H", "H", "H", "O", "N", "O"],
  "positions_angstrom": [[-0.25629, 4.78506, 0.97656], [0.72126, 4.10385, -2.40379], [-0.01992, 6.09680, -0.42036], [-0.10482, 5.55013, -1.77382], [0.98706, 6.53466, -0.35272], [-0.80632, 6.84489, -0.20752], [-2.37181, 4.46902, -1.55871], [-0.78402, 6.07360, -2.46004], [2.43028, 4.51204, -3.09613], [3.04086, 3.59632, -3.00093], [2.92592, 5.34198, -2.57154], [2.30774, 4.74840, -4.16549], [-0.20663, 4.20655, -4.01316], [0.18260, 5.10486, -4.51801], [-1.28763, 4.32748, -3.84267], [-0.01702, 3.31288, -4.62156], [0.81615, 5.10254, 2.49641], [1.09248, 4.11307, 2.91201], [0.17564, 5.64990, 3.21887], [1.72445, 5.69694, 2.30201], [-1.74799, 5.58346, 1.71864], [-2.48872, 5.89957, 0.98041], [-1.43107, 6.46904, 2.28457], [-2.21293, 4.87123, 2.41141], [1.97578, 3.68758, -0.16213], [-3.10817, 2.56816, -3.30420], [-2.06506, 1.90328, -2.77864], [-1.83374, 1.47323, -1.37518], [-2.87459, 1.83740, -0.29373], [-3.07961, 3.25661, -0.02447], [-3.29279, 4.33790, -0.96807], [-4.48907, 4.22263, -1.97565], [-4.45337, 2.87391, -2.71548], [1.69706, 2.13741, 1.39971], [-2.99499, 2.87067, -4.35685], [-1.27934, 1.56577, -3.47588], [-0.83200, 1.86254, -1.08603], [-1.73814, 0.38061, -1.29916], [-3.82520, 1.31022, -0.48023], [-2.51109, 1.46988, 0.69095], [-3.11065, 3.54641, 1.01207], [-3.46320, 5.30914, -0.46715], [-4.44239, 5.07137, -2.70009], [-5.39943, 4.26426, -1.34382], [-4.84631, 2.03717, -2.10205], [-5.15898, 2.95689, -3.55257], [1.91632, 1.16699, 0.89842], [0.65402, 2.20415, 1.77742], [2.39221, 2.31927, 2.25023], [2.89432, 0.13219, -2.11586], [2.62217, 1.14714, -1.47237], [3.56880, 1.90372, -1.03697]],
  "atomic_forces_ev_per_a": [[-0.958, 1.541, 0.381], [-0.329, 1.175, -2.209], [0.219, 0.359, 1.150], [-0.532, 0.092, -0.130], [-0.219, 0.320, 0.543], [0.692, -0.072, -0.356], [0.137, -0.401, -0.163], [0.350, -0.294, 0.168], [-0.258, -0.090, -0.167], [-0.105, 0.444, -0.095], [-0.239, -0.314, -0.239], [0.213, -0.036, 0.466], [-0.053, -0.531, -0.218], [-0.121, -0.384, 0.109], [0.594, -0.211, -0.055], [-0.131, 0.344, -0.019], [-0.093, -0.010, -0.140], [-0.096, 0.697, -0.126], [0.658, -0.383, -0.359], [-0.314, -0.247, 0.034], [-0.458, -0.157, 0.186], [0.233, -0.101, 0.208], [-0.132, -0.221, -0.210], [0.050, 0.293, 0.066], [1.516, -0.289, 1.476], [0.662, -0.664, -0.667], [-0.693, 0.026, -0.743], [0.374, -0.354, 0.186], [1.085, 0.212, 1.317], [-0.651, 0.304, -1.134], [-0.357, 1.312, 0.260], [-0.284, -1.000, 0.138], [-0.460, 0.153, -0.027], [-0.256, -0.935, 0.264], [-0.116, -0.306, 0.418], [-0.216, 0.539, 0.438], [-0.590, -0.125, 0.131], [0.002, 0.175, -0.166], [-0.040, 0.354, 0.007], [-0.276, -0.351, -0.660], [-0.066, -0.031, 0.387], [0.263, -0.674, 0.020], [0.004, -0.548, 0.832], [0.325, 0.322, -0.674], [0.297, 0.599, -0.249], [0.094, -0.110, 0.202], [-0.323, 0.503, 0.945], [0.734, -0.418, -0.300], [-0.292, -0.222, -0.734], [-2.197, 3.104, 2.068], [5.645, -2.130, -1.647], [-3.294, -1.257, -0.911]],
  "gap_ha": [0.1670, 0.2057],
  "charge": 2,
  "homo_ha": [-0.5170, -0.5309]
}

[3]
{
  "formula": "C15H31NO3P2Ru",
  "method": "wB97M-V/def2-TZVPD",
  "elements": ["P", "P", "C", "C", "H", "H", "H", "H", "C", "H", "H", "H", "C", "H", "H", "H", "C", "H", "H", "H", "C", "H", "H", "H", "Ru", "C", "C", "C", "C", "C", "C", "C", "C", "C", "H", "H", "H", "H", "H", "H", "H", "H", "H", "H", "H", "H", "H", "H", "H", "O", "N", "O", "O"],
  "positions_angstrom": [[2.24008, 1.00098, -0.68545], [-0.64803, 2.25255, -0.91067], [2.05065, 2.56192, -1.68174], [0.80848, 3.35283, -1.27937], [2.01610, 2.27518, -2.74311], [2.96326, 3.15716, -1.52205], [0.99219, 3.96707, -0.38501], [0.49638, 4.02986, -2.08885], [-1.13997, 2.04600, -2.68376], [-2.15088, 1.62339, -2.73732], [-0.44294, 1.39173, -3.22180], [-1.14051, 3.04212, -3.14671], [-1.81078, 3.62194, -0.53426], [-1.82439, 4.31323, -1.38668], [-1.47965, 4.15338, 0.36544], [-2.81636, 3.21771, -0.37296], [3.81700, 0.41413, -1.39303], [4.15164, -0.46048, -0.82254], [4.56371, 1.21601, -1.32444], [3.66286, 0.13230, -2.44152], [2.92063, 1.86140, 0.79558], [2.16358, 2.48155, 1.29022], [3.74929, 2.49741, 0.45869], [3.29773, 1.11891, 1.50691], [-1.11979, -2.61824, 1.43923], [-2.20397, -0.64152, 1.17479], [-2.10896, -1.34329, -0.04772], [-1.14485, -1.07542, -1.16369], [0.21582, -1.82040, -1.09074], [0.59060, -2.28809, 0.28024], [0.59864, -1.45457, 1.45518], [0.23079, -0.00140, 1.44141], [-1.23769, 0.36252, 1.72899], [-0.16672, -4.13126, 2.42470], [-3.19923, -0.59803, 1.64408], [-3.03207, -1.83760, -0.37883], [-0.97014, 0.00975, -1.24667], [-1.63733, -1.37837, -2.10018], [0.13700, -2.70880, -1.73233], [1.00828, -1.19202, -1.51762], [1.22284, -3.17526, 0.32620], [1.28091, -1.77775, 2.24293], [0.42767, 0.38343, 0.41402], [0.88177, 0.54318, 2.13793], [-1.38991, 0.43086, 2.81879], [-1.45879, 1.36681, 1.31986], [-0.44050, -4.08368, 3.49886], [0.93315, -4.10435, 2.31448], [-0.57338, -5.07716, 2.01419], [-4.34577, -4.75553, 2.43518], [-3.34972, -4.31873, 1.86983], [-2.72950, -4.85603, 0.91565], [-2.85926, -3.12730, 2.32568]],
  "atomic_forces_ev_per_a": [[2.100, 3.014, -0.511], [0.454, 2.391, -2.143], [-0.854, -0.115, -0.628], [0.498, -0.096, 0.467], [-0.027, 0.135, 0.231], [-0.148, -0.353, -0.041], [0.053, -0.162, -0.244], [0.085, -0.148, 0.295], [-0.168, -0.549, 0.145], [0.220, 0.039, -0.145], [-0.204, 0.094, 0.063], [-0.044, -0.331, 0.105], [-0.330, -0.339, 0.658], [0.006, -0.198, 0.217], [-0.187, -0.080, -0.140], [0.100, 0.250, 0.002], [-0.319, -1.081, -0.167], [0.159, 0.156, -0.249], [-0.278, -0.132, 0.051], [0.160, -0.016, 0.223], [-0.526, -0.675, 0.651], [0.172, -0.158, -0.091], [-0.213, -0.245, 0.024], [0.010, 0.252, 0.034], [-1.325, -3.794, 2.306], [-1.274, 0.905, -2.325], [-1.763, 2.744, 0.637], [0.707, 0.010, -0.623], [-0.728, -0.422, -0.502], [1.322, 0.743, 0.968], [0.936, -0.699, -1.220], [-0.124, 0.871, -0.435], [0.574, -0.439, 0.606], [0.695, -0.370, 0.653], [0.537, -0.669, -0.003], [0.295, -0.220, 0.511], [-0.114, -0.604, 0.210], [0.115, 0.142, 0.330], [0.192, 0.248, 0.104], [-0.045, -0.144, 0.048], [-0.102, 0.177, -0.077], [-0.382, -0.087, 0.061], [-0.101, -0.460, 1.017], [-0.189, -0.131, -0.196], [-0.041, 0.052, -0.350], [-0.053, -0.376, 0.191], [0.079, 0.143, -0.484], [-0.579, -0.067, 0.112], [0.093, 0.514, -0.024], [2.605, 1.151, -1.501], [-1.784, -1.574, 0.427], [-0.574, 1.534, 1.428], [0.312, -0.834, -0.675]],
  "gap_ha": [0.3298, 0.1942],
  "charge": 2,
  "s2": 6.0251,
  "homo_ha": [-0.5812, -0.5689],
  "spin_multiplicity": 5
}

[4]
{
  "formula": "C15H32Cl4N2O13",
  "method": "wB97M-V/def2-TZVPD",
  "elements": ["C", "N", "O", "O", "H", "H", "H", "C", "N", "O", "O", "H", "H", "H", "C", "O", "C", "O", "O", "C", "H", "H", "H", "H", "H", "H", "C", "O", "C", "O", "O", "C", "H", "H", "H", "H", "H", "H", "C", "O", "C", "O", "O", "C", "H", "H", "H", "H", "H", "H", "Cl", "C", "C", "Cl", "H", "H", "H", "H", "Cl", "C", "C", "Cl", "H", "H", "H", "H"],
  "positions_angstrom": [[-1.77943, 4.52333, -17.38452], [-1.14103, 4.06276, -16.13008], [-1.07359, 4.85440, -15.21929], [-0.90362, 2.87099, -16.03358], [-1.55756, 5.58372, -17.48635], [-2.86078, 4.47250, -17.27514], [-1.41914, 3.93795, -18.21982], [0.85262, 7.56516, -14.75151], [-0.37782, 7.96924, -15.47815], [-0.30199, 7.99903, -16.68941], [-1.35992, 8.21351, -14.81628], [1.66364, 7.45187, -15.46044], [0.68062, 6.60227, -14.27370], [1.09988, 8.27823, -13.97106], [0.76915, 1.57596, -18.44639], [1.69670, 2.04333, -19.42222], [1.48436, 3.27109, -19.90336], [0.58476, 4.01323, -19.63444], [2.49296, 3.65785, -20.69194], [3.62595, 2.83447, -20.88182], [0.74120, 0.49358, -18.44186], [-0.23501, 1.95918, -18.63205], [1.03252, 1.97862, -17.46780], [4.28637, 3.36146, -21.56722], [3.38532, 1.86306, -21.31284], [4.18976, 2.66533, -19.96207], [-4.11391, 5.56730, -14.18507], [-5.51790, 5.43889, -14.41540], [-6.21578, 6.54042, -14.18938], [-5.75826, 7.60118, -13.85383], [-7.49979, 6.27448, -14.42512], [-8.44105, 7.29352, -14.12762], [-3.90324, 6.03987, -13.22617], [-3.61655, 6.17406, -14.94357], [-3.69874, 4.56456, -14.20682], [-8.00260, 8.16259, -13.65337], [-9.17874, 6.84430, -13.45589], [-9.00622, 7.54125, -15.02385], [-1.69844, 5.38927, -21.62004], [-2.04259, 4.24344, -20.86414], [-2.78444, 3.31804, -21.44932], [-2.87798, 3.11447, -22.63067], [-3.45495, 2.65296, -20.50532], [-4.50903, 1.79883, -20.95423], [-1.38783, 6.19209, -20.95704], [-2.52433, 5.70835, -22.25246], [-0.82038, 5.18706, -22.24005], [-5.35857, 2.00914, -20.30311], [-4.19870, 0.76478, -20.83484], [-4.82131, 2.03551, -21.96667], [0.90213, 1.11565, -14.00642], [1.93150, 2.49070, -14.45816], [2.70799, 3.09100, -13.28722], [3.54782, 1.88732, -12.31401], [1.26576, 3.23718, -14.88585], [2.60866, 2.14676, -15.23798], [2.03500, 3.73427, -12.72560], [3.47807, 3.72172, -13.73167], [-7.17136, 9.77661, -16.44930], [-6.50394, 8.50977, -17.52215], [-5.04037, 8.29944, -17.19037], [-4.42247, 6.81633, -17.94840], [-6.68054, 8.85720, -18.53432], [-7.05784, 7.59545, -17.32318], [-4.93628, 8.25510, -16.10645], [-4.41659, 9.12324, -17.52774]],
  "atomic_forces_ev_per_a": [[0.184, 0.824, -0.398], [-1.522, -0.980, -0.297], [0.656, 0.473, 0.478], [0.408, 0.407, -0.030], [0.232, -0.075, -0.116], [0.034, -0.423, 0.250], [0.009, -0.023, -0.022], [0.533, -0.438, 0.332], [0.383, -0.225, 0.151], [-0.265, 0.049, -0.084], [-0.115, 0.069, -0.063], [-0.066, 0.189, -0.138], [-0.345, 0.033, -0.088], [-0.235, 0.222, -0.130], [-0.770, 0.590, 0.522], [-0.109, -0.287, -0.211], [0.936, 0.171, 0.299], [-0.305, -0.162, 0.042], [-0.399, 0.294, -0.173], [0.779, -0.494, -0.135], [0.327, -0.050, -0.116], [0.072, -0.106, -0.287], [0.210, -0.249, 0.010], [-0.193, 0.116, -0.044], [-0.205, 0.065, 0.014], [-0.256, 0.076, 0.118], [0.575, 0.132, 0.081], [0.136, -0.252, -0.039], [-0.098, 0.247, -0.147], [0.023, 0.139, 0.122], [0.257, -0.209, -0.098], [-1.092, -0.248, 0.366], [-0.168, -0.106, 0.044], [-0.240, -0.005, -0.145], [-0.128, -0.059, 0.009], [0.210, 0.064, -0.184], [0.193, 0.058, 0.123], [0.359, 0.228, -0.184], [0.873, 0.194, -0.873], [-0.231, 0.131, 0.952], [-0.355, -0.070, -0.477], [0.083, 0.219, -0.126], [0.116, 0.160, 0.221], [-0.371, 0.109, 0.319], [-0.314, -0.208, 0.385], [-0.044, -0.038, 0.033], [-0.212, -0.146, -0.117], [0.123, -0.147, 0.112], [-0.041, -0.068, -0.203], [0.315, -0.145, -0.138], [-0.021, -0.023, 0.076], [0.187, -0.140, -0.008], [-0.310, 0.313, -1.090], [-0.006, 0.013, 0.264], [0.031, 0.100, 0.070], [0.024, -0.110, 0.085], [0.137, -0.320, 0.549], [-0.004, 0.091, 0.107], [0.025, 0.073, -0.013], [-0.015, -0.082, 0.114], [-0.039, 0.680, 0.362], [-0.039, -0.126, -0.040], [0.095, -0.183, -0.107], [-0.074, 0.024, -0.083], [0.123, -0.353, -0.067], [-0.062, -0.001, -0.141]],
  "gap_ha": 0.3923,
  "charge": 0,
  "homo_ha": -0.3897,
  "smiles": "C[N+](=O)[O-].C[N+](=O)[O-].COC(=O)OC.COC(=O)OC.COC(=O)OC.ClCCCl.ClCCCl"
}

no.,M (g mol⁻¹)
1,459.0
2,526.6
3,436.4
4,590.2